1.
A gas-phase ion, C25H22F4NO (charge +1) in a non-equilibrium geometry. Source: the OMol25 dataset; level of theory: ωB97M-V/def2-TZVPD.

Structure (ORCA input):
```
! wB97M-V def2-TZVPD RIJCOSX def2/J DEFGRID3
* xyz 1 1
F -2.940 2.982 -2.369
C -2.670 1.632 -2.264
C -3.755 0.763 -2.182
C -3.420 -0.570 -1.973
F -4.463 -1.475 -1.929
C -2.116 -1.023 -1.775
C -1.044 -0.080 -1.667
C 0.265 -0.499 -1.066
C 1.563 -0.064 -1.752
C 2.548 -0.989 -2.195
C 3.829 -0.546 -2.495
F 4.849 -1.460 -2.672
C 4.184 0.805 -2.569
C 3.155 1.701 -2.251
F 3.458 3.045 -2.233
C 1.866 1.297 -1.894
C 0.419 -0.248 0.552
C -0.766 -0.642 1.272
N -1.672 0.173 1.801
C -2.886 -0.472 2.327
C -4.086 0.471 2.328
O -3.764 1.753 2.888
C -2.650 2.406 2.269
C -1.373 1.557 2.220
C 1.688 -0.950 1.008
C 2.928 -0.282 1.009
C 4.096 -1.025 1.047
C 4.052 -2.384 1.281
C 2.839 -3.004 1.501
C 1.650 -2.274 1.438
C -1.337 1.215 -2.175
H -4.785 1.112 -2.257
H -1.952 -2.097 -1.661
H 0.264 -1.567 -0.835
H 2.360 -2.067 -2.213
H 5.188 1.135 -2.800
H 1.135 2.059 -1.617
H 0.555 0.804 0.378
H -0.984 -1.700 1.459
H -3.099 -1.325 1.670
H -2.730 -0.839 3.359
H -4.476 0.561 1.287
H -4.878 0.073 2.988
H -2.910 2.717 1.240
H -2.509 3.306 2.896
H -0.904 1.595 3.229
H -0.689 2.038 1.505
H 2.970 0.812 0.897
H 5.073 -0.515 0.847
H 4.998 -2.987 1.244
H 2.791 -4.096 1.691
H 0.699 -2.768 1.649
H -0.562 1.939 -2.436
*
```

Values from the calculation:
SMILES ... Fc1cc(F)cc(C(c2cc(F)cc(F)c2)[C@@H](C=[N+]2CCOCC2)c2ccccc2)c1
HOMO-LUMO gap ... 0.27477 Eh
E_LUMO ... -4.69 eV

---

2.
2 unconnected molecules or ions with the total composition C6H12O. Source: the OMol25 dataset; level of theory: ωB97M-V/def2-TZVPD.

Structure (ORCA input):
```
! wB97M-V def2-TZVPD RIJCOSX def2/J DEFGRID3
* xyz 0 1
C -2.579 -0.334 0.039
C -1.428 -0.128 -0.595
C -0.188 0.429 0.062
C -0.120 1.920 -0.205
O 0.009 2.767 0.646
C 1.093 -0.235 -0.474
C 2.351 0.204 0.272
H -2.689 -0.118 1.100
H -3.453 -0.726 -0.474
H -1.353 -0.351 -1.661
H -0.249 0.303 1.150
H -0.185 2.198 -1.281
H 1.191 -0.007 -1.546
H 0.974 -1.323 -0.403
H 3.243 -0.259 -0.160
H 2.298 -0.082 1.328
H 2.484 1.291 0.232
H -0.476 -2.969 1.209
H -0.922 -2.580 0.761
*
```

Values from the calculation:
SMILES ... C=C[C@H](C=O)CC.[H][H]
HOMO-LUMO gap ... 0.38917 Eh
E_LUMO ... 1.05 eV

---

3.
2 unconnected molecules or ions with the total composition C3H11NO2 in a non-equilibrium geometry. Source: the OMol25 dataset; level of theory: ωB97M-V/def2-TZVPD.

Structure (ORCA input):
```
! wB97M-V def2-TZVPD RIJCOSX def2/J DEFGRID3
* xyz 1 2
C -1.476 -1.553 -0.569
N -1.525 -0.233 0.072
C -0.144 0.411 0.130
C -0.171 1.700 0.952
O 1.120 2.309 0.894
H -0.799 -2.287 -0.078
H -1.314 -1.348 -1.637
H -2.495 -1.945 -0.598
H -1.967 0.079 0.985
H 0.470 -0.298 0.719
H 0.238 0.520 -0.936
H -0.925 2.369 0.553
H -0.294 1.467 1.996
H 1.757 1.747 1.506
H 2.408 -1.703 -1.814
H 0.974 -1.938 -1.608
O 1.801 -2.106 -1.227
*
```

Values from the calculation:
<S²> ... 0.75
HOMO-LUMO gap (alpha / beta) ... 0.42347 / 0.24163 Eh
E_LUMO (alpha / beta) ... -3.41 / -8.34 eV

---

4.
7 unconnected molecules or ions with the total composition C9H32O7 in a non-equilibrium geometry. Source: the OMol25 dataset; level of theory: ωB97M-V/def2-TZVPD.

Structure (ORCA input):
```
! wB97M-V def2-TZVPD RIJCOSX def2/J DEFGRID3
* xyz -1 2
C 10.582 29.801 10.521
O 11.615 29.911 11.525
H 10.811 29.331 9.564
H 9.709 29.393 11.030
H 10.145 30.777 10.310
H 12.264 29.268 11.230
C 13.856 26.446 6.896
O 14.559 27.074 7.993
H 13.062 27.133 6.601
H 14.591 26.216 6.125
H 13.435 25.515 7.276
H 15.333 26.553 8.220
C 12.092 30.041 15.271
O 12.515 29.059 14.322
H 12.136 29.811 16.336
H 12.837 30.836 15.223
H 11.117 30.380 14.922
H 12.139 29.295 13.471
C 11.936 26.641 11.624
O 12.599 27.474 10.704
H 12.078 27.081 12.612
H 10.867 26.620 11.415
H 12.293 25.611 11.600
H 12.538 26.972 9.888
C 10.359 25.038 6.091
O 10.820 25.475 7.324
H 10.317 23.951 6.014
H 9.434 25.488 5.731
H 11.177 25.370 5.452
H 11.642 25.964 7.240
C 13.006 21.827 11.324
C 11.748 21.519 12.132
O 11.734 20.210 12.607
H 13.987 21.788 11.797
H 12.956 22.822 10.883
H 13.046 21.172 10.454
H 10.905 21.661 11.456
H 11.566 22.097 13.038
H 12.458 20.128 13.232
C 7.556 25.288 10.873
C 8.485 24.983 9.721
O 8.811 26.117 8.939
H 8.057 25.854 11.659
H 7.164 24.432 11.423
H 6.626 25.829 10.702
H 8.077 24.183 9.103
H 9.357 24.559 10.218
H 9.560 25.985 8.354
*
```

Values from the calculation:
<S²> ... 0.75
HOMO-LUMO gap (alpha / beta) ... 0.08620 / 0.36849 Eh
E_LUMO (alpha / beta) ... 2.90 / 2.81 eV

---

5.
2 unconnected molecules or ions with the total composition C3H9NO2 in a non-equilibrium geometry. Source: the OMol25 dataset; level of theory: ωB97M-V/def2-TZVPD.

Structure (ORCA input):
```
! wB97M-V def2-TZVPD RIJCOSX def2/J DEFGRID3
* xyz 0 1
C -1.866 -1.679 -0.976
C -1.230 -1.836 0.356
O -0.741 -2.827 0.822
O -1.237 -0.651 1.061
H -1.385 -2.215 -1.802
H -1.850 -0.629 -1.272
H -2.886 -2.064 -1.017
H -0.348 -0.511 1.431
C 1.522 1.853 0.771
N 1.766 1.332 -0.580
H 0.477 2.176 0.842
H 2.091 2.760 0.988
H 1.621 1.009 1.454
H 1.314 1.908 -1.278
H 2.751 1.374 -0.801
*
```

Values from the calculation:
SMILES ... CC(=O)O.CN
HOMO-LUMO gap ... 0.38429 Eh
E_LUMO ... 0.79 eV

---

6.
C26H36N6O2 in the gas phase. Source: the OMol25 dataset; level of theory: ωB97M-V/def2-TZVPD.

Structure (ORCA input):
```
! wB97M-V def2-TZVPD RIJCOSX def2/J DEFGRID3
* xyz 0 1
C -3.616 -0.688 0.627
C -3.298 -0.458 -0.847
N -2.891 0.918 -1.091
C -2.937 1.306 -2.489
C -1.802 0.699 -3.323
N -0.526 1.092 -2.744
C 0.629 0.782 -3.558
C 0.785 -0.659 -4.092
N 1.005 -1.661 -3.075
C 0.046 -2.536 -2.730
O -1.067 -2.531 -3.233
C 0.409 -3.618 -1.721
C 1.569 -3.362 -0.755
C 1.359 -2.190 0.170
C 0.493 -2.219 1.228
C -0.354 -3.403 1.571
C 0.399 -1.049 2.029
C -0.348 -0.638 3.171
C -1.364 -1.374 3.968
N -0.019 0.585 3.506
N 0.917 1.026 2.633
C 1.318 2.376 2.710
C 1.099 3.235 1.640
C 1.478 4.562 1.743
C 2.052 5.034 2.912
C 2.235 4.182 3.988
C 1.867 2.852 3.893
C 1.204 0.060 1.730
N 2.135 0.049 0.747
C 3.113 1.101 0.578
C 2.202 -1.046 -0.111
O 2.986 -1.002 -1.060
C -0.431 0.662 -1.364
C -1.588 1.272 -0.563
H -4.293 0.084 0.984
H -4.090 -1.659 0.753
H -2.716 -0.663 1.236
H -4.209 -0.623 -1.429
H -2.557 -1.198 -1.182
H -3.901 1.013 -2.908
H -2.858 2.397 -2.522
H -1.849 1.090 -4.343
H -1.924 -0.394 -3.359
H 1.521 1.037 -2.977
H 0.592 1.441 -4.433
H 1.640 -0.668 -4.776
H -0.112 -0.952 -4.643
H 1.867 -1.591 -2.548
H 0.643 -4.505 -2.317
H -0.507 -3.840 -1.171
H 1.715 -4.270 -0.162
H 2.490 -3.194 -1.315
H -1.370 -3.244 1.210
H 0.030 -4.315 1.126
H -0.398 -3.531 2.649
H -0.899 -2.190 4.522
H -2.141 -1.788 3.329
H -1.811 -0.684 4.678
H 0.615 2.870 0.746
H 1.313 5.230 0.912
H 2.345 6.070 2.988
H 2.667 4.553 4.906
H 1.993 2.177 4.725
H 3.911 0.693 -0.044
H 2.690 1.971 0.074
H 3.509 1.403 1.547
H 0.521 1.022 -0.966
H -0.454 -0.433 -1.252
H -1.521 0.968 0.483
H -1.514 2.364 -0.611
*
```

Values from the calculation:
SMILES ... CCN1CCN(CCNC(=O)CCc2c(C)c3c(C)nn(-c4ccccc4)c3n(C)c2=O)CC1
HOMO-LUMO gap ... 0.30189 Eh
E_LUMO ... 0.60 eV

---

7.
A molecular structure, C14H34EuN13Si. Source: the OMol25 dataset; level of theory: ωB97M-V/def2-TZVPD.

Structure (ORCA input):
```
! wB97M-V def2-TZVPD RIJCOSX def2/J DEFGRID3
* xyz 2 7
Eu -0.409 0.132 -0.873
N -1.395 1.207 -3.064
C -1.881 0.237 -4.070
C -1.055 -1.029 -4.004
N -1.107 -1.698 -2.679
C -0.130 -2.819 -2.701
C 0.229 -3.294 -1.311
N 0.924 -2.206 -0.601
C -2.468 -2.230 -2.403
C -3.306 -1.372 -1.470
N -2.579 -1.138 -0.202
H -2.068 1.960 -2.945
H -0.551 1.651 -3.423
H -1.824 0.638 -5.084
H -2.933 0.030 -3.878
H -0.010 -0.776 -4.201
H -1.381 -1.719 -4.791
H 0.779 -2.454 -3.184
H -0.508 -3.643 -3.314
H 0.829 -4.204 -1.386
H -0.663 -3.555 -0.739
H 1.881 -2.142 -0.938
H 0.991 -2.392 0.396
H -2.365 -3.216 -1.949
H -3.010 -2.384 -3.342
H -4.263 -1.874 -1.313
H -3.519 -0.395 -1.906
H -2.441 -2.017 0.292
H -3.150 -0.575 0.424
C 2.717 0.374 4.630
Si 1.206 -0.646 4.250
C 1.593 -2.462 4.318
C -0.220 -0.224 5.358
C 0.723 -0.230 2.499
C 0.408 0.067 1.350
H 3.047 0.224 5.659
H 2.517 1.438 4.493
H 3.543 0.088 3.974
H 1.919 -2.744 5.321
H 2.391 -2.731 3.624
H 0.712 -3.062 4.079
H 0.045 -0.403 6.402
H -1.088 -0.843 5.125
H -0.510 0.823 5.262
N -3.529 5.042 -0.588
N -2.731 4.025 -0.126
N -2.067 4.123 1.002
C -1.373 2.993 0.997
N -1.630 2.264 -0.094
N -2.502 2.960 -0.820
H -3.705 5.678 0.181
H -4.374 4.660 -0.994
H -0.708 2.683 1.786
N 3.818 1.325 0.777
C 4.379 1.838 -0.325
N 5.600 2.353 -0.268
N 3.767 1.865 -1.511
C 2.609 1.384 -1.698
N 1.530 0.975 -1.912
H 4.280 1.376 1.669
H 2.859 1.004 0.774
H 6.144 2.360 0.576
H 6.015 2.701 -1.117
*
```

Values from the calculation:
<S²> ... 12.01
HOMO-LUMO gap (alpha / beta) ... 0.28155 / 0.35724 Eh
E_LUMO (alpha / beta) ... -6.60 / -4.56 eV

---

The records above give, respectively, energy above the lowest of the compared OMol25 structures with the same formula, charge and spin values of 0.000, 2.057, 1.768, 3.324, 1.170, 0.000, 0.000 eV.